Below is the ion C6H12NO with charge -1, with properties calculated with ωB97M-V/def2-TZVPD.

Values from the calculation:
Net charge ... -1
Highest occupied orbital energy ... -1.576 eV
Strongest force on any atom ... 2.499 eV Å⁻¹
Frontier orbital gap ... 5.726 eV
Energy relative to the best compared isomer or geometry (same formula, charge and spin) ... 1.6700 eV
Calculated total energy ... -9951.6760 eV

Each line ends with the Mulliken charge.
Element x y z (Å)
C -0.5699 -0.3570 1.6664  -0.716
N -0.9942 1.0022 1.3735  -0.409
C 0.1267 1.9314 1.4717  -0.367
O 1.0766 1.7017 0.4622  -0.675
C -0.2588 -1.3661 0.4389  -0.413
C 0.5982 -0.8800 -0.7511  -0.832
C -0.2002 -0.8196 -1.9308  -0.235
C 0.1956 -1.4513 -3.0978  -0.939
H -1.3883 -0.8804 2.1847  0.365
H 0.3941 -0.3697 2.1882  0.303
H -1.3170 1.1299 0.4184  0.275
H -0.1536 2.9866 1.3274  0.238
H 0.7222 1.8640 2.3844  0.259
H 0.0786 -2.2233 1.0759  0.289
H -1.2407 -1.6276 0.0344  0.331
H 0.9733 0.8245 -0.0790  0.320
H 1.6603 -1.1329 -0.8050  0.424
H -1.1156 -0.2352 -1.8770  0.249
H 1.2658 -1.5788 -3.1542  0.246
H -0.4370 -1.4917 -3.9639  0.288

Atoms 1-6, force components in eV/Å:
C 0.1 -1.3 -1.6
N 0.7 1.1 0.8
C 0.7 -0.2 -1.3
O 0.9 0.1 -1.0
C 0.0 1.4 0.8
C -0.8 0.9 1.8